No. 1
A molecular structure, C10H24Al2BBr3Cl6F5MgNO5 in a non-equilibrium geometry, computed with the ωB97M-V functional and the def2-TZVPD basis.

```
58
Properties=species:S:1:pos:R:3:forces:R:3
C -3.7843 4.2018 -2.3460 -0.2 0.8 0.5
H 1.6755 0.3440 3.5308 -0.2 2.2 -0.2
F -6.1787 -4.9146 -1.7978 0.1 0.4 -0.5
F 8.4171 3.8293 1.8013 -0.2 -0.6 0.1
Cl 13.0016 -2.8035 0.4327 -0.4 0.0 0.0
H -1.5755 3.1876 -1.5490 1.1 0.4 -1.0
Br -3.1090 0.2414 1.0832 -2.7 -1.8 -1.6
F -5.5778 -4.9449 -4.0397 -0.4 0.4 0.6
H -7.7974 -5.2137 -3.9481 0.5 0.1 -0.2
Al 4.3525 1.3145 1.0877 3.4 -0.8 -0.5
H -9.2533 -5.2051 -2.1910 0.3 0.0 0.3
C 11.2521 -2.5335 0.3738 0.3 0.1 -0.1
B -5.4305 -4.2488 -2.8095 0.6 -0.5 0.0
C -9.1926 -6.0375 -2.9056 -0.5 0.0 -0.9
H 0.1528 0.1170 1.0760 -0.6 0.0 -0.1
O -0.7902 4.6861 -0.4492 0.1 -0.6 -0.7
N -2.7882 4.8435 -1.5018 0.2 -1.8 -0.4
F -4.0602 -4.2014 -2.4398 -0.7 0.2 -0.1
C -0.1839 1.9179 3.8049 3.2 -1.2 -0.1
H 1.5425 3.2580 1.8987 0.5 -1.4 -1.1
H 7.0349 -0.6254 3.8081 0.0 0.2 0.0
C 2.0023 2.2536 2.0885 -0.6 0.6 5.1
C 1.3854 1.4655 3.3965 -0.4 1.8 -1.5
H -0.5239 1.1452 4.5452 0.2 1.0 -0.5
Al -1.1487 1.8918 2.0059 2.0 -0.1 1.1
O -0.8150 0.2674 1.0657 2.1 1.9 0.2
Cl 10.4794 -3.8418 -0.5433 0.1 0.2 0.2
H -3.9152 4.7876 -3.2573 0.0 -0.4 -0.2
Cl 7.5164 -1.1308 1.5574 -0.3 0.0 0.0
H -2.2187 6.8494 -1.3884 -0.1 0.0 0.0
Mg -2.3259 1.7910 -1.2993 -1.1 -2.8 2.0
C -1.6497 4.2254 -1.1327 -0.4 3.7 1.2
C -4.8846 -0.5475 1.1878 -1.5 0.0 -0.6
H -3.9795 6.5726 -1.4122 0.1 -0.2 0.0
H -3.0314 6.2140 0.0546 0.0 0.0 -0.1
H -8.5335 -6.8207 -2.5052 0.2 0.1 0.3
O 2.4241 2.5093 3.5695 -1.5 -2.9 -2.2
H 8.7852 -0.6091 3.4748 0.0 0.1 -0.1
Cl 7.7505 1.4358 2.9192 -0.3 0.6 0.0
C 7.8048 -0.3215 3.1003 0.4 -0.3 -0.2
Br -6.2300 0.7454 1.7105 0.3 -0.2 -0.1
H 9.7823 -6.7839 -3.2578 -0.1 0.0 -0.1
H -4.8470 -1.3042 1.9701 0.4 0.2 0.0
H -2.7180 2.0746 2.2361 -0.1 0.7 0.5
H -0.0046 2.9417 4.2321 -0.7 -1.0 -0.2
H 2.8585 1.7795 1.4993 -3.5 1.4 1.0
Cl 10.9183 -0.9803 -0.4166 0.0 -0.2 0.1
O -8.6831 -5.5735 -4.1266 -0.2 -0.1 0.6
H -3.4740 3.1807 -2.6231 0.0 -0.1 -0.3
H 9.5392 -5.6353 -2.2941 0.0 -0.1 -0.1
H -0.6197 3.1541 1.1761 -0.3 -0.4 -0.6
C -3.0260 6.2047 -1.0369 0.3 0.5 0.3
O 9.2406 -5.9962 -3.1351 0.1 0.0 0.1
H -10.1866 -6.4480 -3.0729 0.1 0.0 -0.1
H -4.7327 4.1510 -1.8075 0.0 -0.2 -0.2
Br -5.3237 -1.4355 -0.4675 0.3 0.1 0.1
F -5.9230 -2.9168 -2.9580 0.1 -0.1 0.3
Cl 10.5999 -2.5081 2.0254 0.2 -0.1 -0.1
```
Forces are in eV/Å.

Values from the calculation:
- Frontier orbital gap: 0.915 eV
- LUMO energy: -12.23 eV
- Spin multiplicity: 1
- E_HOMO: -13.1 eV
- Charge: +2

Here are the natural (NBO) charges for atoms 1 to 8, given in e:
1. C -0.3787
2. H 0.2302
3. F -0.5803
4. F -0.2935
5. Cl 0.0861
6. H -0.1720
7. Br 0.2087
8. F -0.5704

---

No. 2
7 unconnected molecules or ions with the total composition C4H19NO8S in a non-equilibrium geometry, computed with the ωB97M-V functional and the def2-TZVPD basis.

```
33
Properties=species:S:1:pos:R:3:forces:R:3
H -0.1210 -0.6939 3.1207 -1.2 1.2 1.1
H 1.4786 -2.6696 2.7923 -0.2 -3.6 -2.2
H -1.5415 0.9976 0.6599 -1.2 1.1 0.4
H 0.6763 -2.7451 -0.5671 0.1 0.4 -0.3
H 0.9152 2.6378 0.7414 0.2 -0.6 1.1
N 0.4472 -1.7655 -0.7336 0.3 1.6 1.8
H -1.5149 -0.0511 3.6116 3.2 0.1 0.3
H 1.2010 -0.8206 1.0863 -0.3 0.3 -0.5
O 1.4057 -3.5807 2.2161 1.7 2.6 2.9
O 1.1569 2.3473 1.6589 -0.5 -4.1 -1.1
H -1.8474 -1.5155 2.0060 0.0 -0.2 -0.5
H 1.0321 1.2401 1.6325 0.4 4.8 0.0
O -1.9982 1.8651 0.4900 1.2 -1.5 -0.2
C 1.5577 1.0009 -2.9898 -1.9 0.8 -1.0
H -0.2505 0.8162 -1.9469 0.5 -1.1 0.7
O -0.4209 -1.9714 1.4847 0.3 0.9 -0.3
H 0.6338 -3.3153 1.7129 -1.1 0.6 -0.4
O 1.6343 -1.6407 -2.6554 1.7 -1.4 -1.6
H 1.2074 0.4480 -3.9133 0.5 0.7 0.9
S 1.1770 2.8787 -3.1926 1.2 -1.4 0.1
H 2.5603 0.6989 -2.7848 1.1 0.5 -0.4
H -0.4169 -0.1043 0.5074 1.0 -1.4 -0.1
H -2.9950 -2.4177 1.7076 0.0 1.1 0.3
O -2.8470 -1.4994 2.0297 -0.5 -0.9 0.1
C 0.7933 0.4452 -1.7908 1.0 0.6 -0.7
C 0.1895 -1.0728 0.6650 -0.3 -1.0 -0.7
H 1.2428 0.9918 -0.9453 -0.5 -0.4 0.1
H -1.5052 2.0651 -0.3182 -0.5 0.8 -0.4
H -1.9057 2.2103 -3.0299 0.2 0.2 0.0
C 1.1148 -1.0870 -1.7413 -3.8 1.2 1.9
H -0.7935 3.2202 -2.6663 -0.5 -0.5 -0.2
O -0.4805 0.0189 3.7609 -2.2 -1.5 -1.5
O -1.7857 3.0684 -2.6085 -0.1 0.2 0.3
```
Forces are in eV/Å.

Values from the calculation:
- Frontier orbital gap: 6.536 eV
- LUMO energy: 5.37 eV
- Spin multiplicity: 1
- E_HOMO: -1.2 eV
- Charge: -2

Here are the natural (NBO) charges for atoms 1 to 8, given in e:
1. H 0.4909
2. H 0.4576
3. H 0.4553
4. H 0.3790
5. H 0.4816
6. N -0.6625
7. H 0.4847
8. H 0.1010

---

No. 3
5 unconnected molecules or ions with the total composition C34H81N4O4S4 in a non-equilibrium geometry, computed with the ωB97M-V functional and the def2-TZVPD basis.

```
127
Properties=species:S:1:pos:R:3:forces:R:3
H -3.2257 -5.7381 2.0975 -0.1 -0.7 -0.2
H 6.1253 5.9928 -1.6179 0.0 0.0 -0.1
N -3.2795 2.2405 0.9002 -1.1 0.9 -1.7
C 2.1581 -5.0671 1.1158 0.0 -0.1 -0.1
H -7.0475 -2.1941 -2.5028 -0.6 0.3 0.2
H -3.6641 -4.7528 -0.1349 0.2 -0.4 -0.3
C 6.3907 -0.0331 -1.3126 0.5 0.8 -0.2
C 4.0314 -3.7076 2.4548 0.1 0.0 0.0
H 5.1776 7.4952 -1.7066 0.0 0.0 0.0
O 4.6883 4.6344 -3.7814 -0.1 -0.1 0.1
C 5.4593 2.3506 -1.3060 0.5 -0.6 0.5
H 5.3402 3.1537 -0.5925 -0.2 0.5 0.2
C 0.7827 2.4972 -0.1811 -1.1 -1.4 0.2
H 5.9745 2.7896 -2.1400 -0.1 0.2 -0.7
H 0.3043 -4.8056 6.5449 0.0 0.0 -0.1
H -4.6488 -0.2919 1.0288 0.0 0.2 0.1
H 3.6590 2.5707 -2.3424 -0.2 0.3 -0.3
C -3.8530 3.5179 1.3852 -1.2 -0.2 0.3
H -2.7990 -3.5478 4.0876 0.0 0.6 0.4
C -4.7379 -2.9565 -0.3188 -1.1 -1.3 -0.7
H 3.3109 7.9094 -3.4501 0.0 0.0 0.0
H -6.3446 -0.6718 -0.4609 -0.2 -0.1 0.6
H 1.1720 -3.6097 5.5603 -0.1 -0.1 0.0
H -5.8257 4.3029 1.0668 -0.4 0.1 0.5
H -2.7038 -2.9765 1.2864 0.6 0.2 -0.1
H 3.3691 0.7247 0.0054 0.1 -0.5 0.5
C 1.6767 1.6000 -1.0372 0.8 0.6 0.8
H 4.1400 0.9246 -2.2755 0.2 -0.5 -0.4
C -6.3775 2.1295 -0.3068 -0.9 0.8 -0.6
H -4.0448 -4.8028 4.0658 -0.5 -0.1 0.5
H -5.4886 -0.4034 -3.2383 -0.1 0.4 -0.4
H -6.1709 1.6329 -2.3838 0.1 0.2 -0.5
H 7.5877 -1.3503 -7.5774 0.0 0.0 0.1
C 8.2171 2.0513 -6.4005 0.1 0.1 -0.1
H 2.7057 -5.9563 1.4261 0.0 0.0 0.1
H 3.2431 2.4649 0.1587 0.2 0.2 0.3
C 0.6255 -3.7662 6.4875 0.2 0.1 0.1
C 3.1384 1.6301 -0.5233 -0.3 0.3 -0.9
H -4.5534 2.7916 -1.1932 0.4 -0.1 -0.2
C -5.3916 3.2289 -0.6615 0.2 -0.4 0.1
N -2.7500 -0.0376 3.1070 -0.8 0.7 0.2
H -4.7740 0.3704 3.2849 -0.4 0.5 0.4
H -4.8671 0.2805 -0.6791 0.1 0.0 0.5
C -6.5524 1.1842 -1.4822 0.1 -0.8 0.5
H -1.6543 -4.2154 8.1216 0.0 0.0 0.0
C -3.4394 -3.6658 1.6607 -0.2 -2.1 0.0
S -0.8104 -2.6985 6.4791 0.0 -0.1 0.0
H -0.8946 1.2525 -0.8101 0.0 -0.6 -0.3
H -4.2712 3.3341 2.3532 -0.2 -0.4 0.6
O -0.3256 -1.2915 6.5601 0.0 0.0 0.0
H 4.3776 5.9499 -1.2847 0.0 0.0 0.0
H -7.5819 0.9184 -1.6530 -0.5 0.1 -0.1
H -5.7185 -2.5802 -3.4976 0.0 -0.4 -0.5
H 4.3950 -3.3445 1.4940 0.0 0.0 0.0
H -2.3393 -5.1708 4.4811 0.0 -0.4 0.5
H 1.1124 -5.3196 0.9557 0.0 0.0 0.0
C -2.3313 1.7524 1.6380 0.2 -0.9 2.2
H -3.0773 4.2445 1.5569 0.6 0.2 -0.2
H 1.2639 -3.5196 7.3368 -0.1 0.1 0.1
H 2.5800 -4.6619 0.1966 0.0 0.0 0.0
H -5.4277 -1.6386 1.7724 -0.3 -0.2 0.4
H 1.3448 0.5768 -1.0518 -0.5 -0.4 -0.2
H 7.0886 0.2152 -8.2594 0.0 0.0 0.0
C -5.5427 -3.4078 -1.5252 -0.4 0.6 0.3
H 8.8243 -0.1523 -8.0250 0.0 0.0 0.1
H -6.4437 -3.8238 -1.1040 -0.4 -0.4 0.1
S 4.8675 6.1016 -3.6252 0.1 0.1 -0.1
C 6.8033 -0.0018 -2.7691 -0.4 -0.9 0.3
H -3.8381 -2.4347 -0.5745 0.4 0.7 -0.4
H -4.6159 5.0613 0.1372 0.3 0.5 -0.4
O 1.8113 -4.4777 3.6742 0.0 0.0 -0.1
H 2.8391 6.7219 -4.6864 0.1 0.0 0.0
C 4.0980 1.8261 -1.6938 -0.2 0.7 0.4
H -0.6248 -2.9479 8.8536 0.0 0.0 0.0
H -0.4115 1.2398 1.8440 0.1 -0.3 0.2
H -5.4054 -2.3335 0.2510 0.2 0.1 -0.2
H -4.2406 -1.0381 -2.2693 0.8 -0.3 0.0
C -1.3977 -3.1567 8.1146 0.0 0.0 0.1
H 7.4178 1.7180 -0.8072 0.4 0.2 0.1
S 2.2403 -3.8222 2.4089 0.0 0.0 -0.1
N -2.6567 1.3930 2.9450 0.4 0.1 0.3
H -1.2969 2.8717 -0.4414 -0.5 0.4 0.2
H 1.1535 2.5029 0.8325 0.3 0.2 0.4
C -3.0102 -4.5798 3.8830 0.9 -0.5 -0.8
H -2.2841 -2.5663 8.3361 0.0 0.0 0.0
S 7.7289 0.3794 -5.9590 -0.1 0.0 -0.2
C -5.7777 -0.0717 -1.1480 0.8 0.0 -1.1
H 8.2663 2.6392 -5.4871 0.0 0.0 0.1
H -5.0987 -4.7738 0.8268 -0.5 -0.2 0.3
O 8.8497 -0.2164 -5.1927 0.2 0.0 0.0
H 9.1958 2.0342 -6.8794 0.0 -0.1 0.0
C -0.7043 2.0408 -0.1055 1.2 0.3 -0.3
C -2.7593 -4.8199 2.3954 -0.6 0.9 0.6
H 2.5773 6.3503 -2.9654 0.0 0.0 0.0
C -4.1661 -0.4855 3.0997 1.1 -0.5 -0.9
C -4.5082 -1.0861 1.7487 0.0 1.7 0.5
H 6.1260 0.5665 -3.3804 -0.2 0.5 -0.3
H -5.8816 3.8500 -1.3871 -0.2 0.4 -0.5
H -3.7208 -1.7125 1.3698 -0.2 0.6 0.2
H 0.7608 3.5022 -0.5509 0.4 0.6 -0.1
C 3.2328 6.8473 -3.6808 -0.1 0.0 0.0
C 5.1603 6.4196 -1.8808 0.0 0.0 0.1
H -1.9623 1.7616 3.5723 0.3 -0.2 0.5
H -4.1032 -3.1506 2.3346 0.2 -0.1 0.5
H -5.0552 -4.2307 -2.0162 0.4 -0.3 -0.5
H -3.0706 2.2353 -0.0865 -0.1 0.2 -0.1
H -4.2666 -1.2008 3.8932 -0.2 -0.4 0.5
H 4.3042 -3.0025 3.2377 -0.1 0.0 0.0
H -2.2572 -0.4926 2.3532 0.3 -0.2 -0.1
H 7.0671 -0.6734 -0.7731 0.2 -0.4 0.3
H 6.7560 -1.0155 -3.1403 0.1 -0.4 -0.3
H 1.7052 2.0110 -2.0307 -0.3 -0.2 -0.6
N -1.1133 1.6227 1.2358 0.9 0.3 -1.5
C -4.2873 -4.1423 0.5027 0.7 0.6 -0.3
C 6.4150 1.3373 -0.6699 0.1 0.0 -0.3
C 7.8193 -0.2890 -7.6268 0.0 0.0 -0.1
H -7.3232 2.6244 -0.1459 -0.4 0.3 0.4
C -5.3041 -0.9341 -2.3184 -1.0 0.1 -0.1
H -6.1611 1.5826 0.5980 0.3 -0.1 0.4
H 5.4082 -0.4391 -1.2404 -0.9 -0.6 0.2
H 6.2805 1.2545 0.3955 -0.3 -0.1 0.6
C -4.9458 4.1021 0.4848 0.2 -0.4 -0.1
H 7.8173 0.3071 -2.9232 0.5 0.4 0.0
C -5.9783 -2.2888 -2.4934 1.0 -0.3 -0.1
H 7.4729 2.4814 -7.0706 0.0 0.0 0.0
H -1.7107 -4.8691 2.1617 0.5 -0.1 -0.1
H 4.4566 -4.6856 2.6777 -0.1 0.0 0.0
```
Forces are in eV/Å.

Values from the calculation:
- Frontier orbital gap: 7.447 eV
- LUMO energy: -2.66 eV
- Spin multiplicity: 1
- E_HOMO: -10.1 eV
- Charge: +1

Here are the Mulliken charges for atoms 1 to 8, given in e:
1. H 0.4319
2. H 0.3032
3. N 0.7416
4. C -0.9048
5. H 0.3871
6. H 0.4855
7. C -0.5787
8. C -0.9660

---

No. 4
A gas-phase ion, C7H11N4 (charge +1) in a non-equilibrium geometry, computed with the ωB97M-V functional and the def2-TZVPD basis.

```
22
Properties=species:S:1:pos:R:3:forces:R:3
H -1.5920 1.9056 -1.3304 -0.1 0.9 0.3
H 1.5363 -1.3607 1.1407 -0.2 -0.6 0.7
N -1.0211 -1.1969 -1.2946 -4.0 -1.1 -0.8
C 0.8417 0.4685 0.4443 -1.0 -1.0 0.8
C -1.7235 -0.0612 -1.3561 2.3 1.1 2.6
N -1.1848 1.1109 -0.8760 -1.3 -2.9 -2.5
C 1.6536 2.4436 0.2490 2.1 2.7 -0.1
H 0.5378 -2.5527 -1.4216 -0.6 0.0 0.5
H -1.5873 -0.7560 1.0177 -0.1 0.0 -0.7
H 2.3607 3.2499 0.2699 0.1 0.3 0.4
C 0.5974 -0.8912 0.8918 -0.4 0.3 -2.8
C -0.7252 -1.1338 1.5481 0.3 -0.7 -0.2
H 2.5799 0.9551 1.5111 -0.4 0.8 -0.8
N 0.5854 2.4858 -0.4459 -0.7 1.2 -1.3
C 0.0656 1.2581 -0.3756 0.3 0.6 1.4
H -1.5990 -2.0490 -1.1923 -0.1 0.9 -0.6
C 0.2500 -1.5486 -1.1027 4.3 1.0 1.9
H -0.9097 -2.1622 1.8040 0.1 -0.5 0.0
H -0.8212 -0.5785 2.4345 0.3 0.8 1.5
H -2.7878 -0.0114 -1.3871 -0.6 -0.7 -0.7
N 1.8904 1.2835 0.8173 0.3 -3.0 1.0
H 1.0527 -0.8585 -1.3458 -0.6 -0.2 -0.7
```
Forces are in eV/Å.

Values from the calculation:
- Frontier orbital gap (alpha / beta): 8.472 / 8.471 eV
- LUMO energy (alpha / beta): -4.05 / -4.05 eV
- Spin multiplicity: 1
- E_HOMO (alpha / beta): -12.5 / -12.5 eV
- Charge: +1

Here are the natural (NBO) charges for atoms 1 to 8, given in e:
1. H 0.4449
2. H 0.2372
3. N -0.5022
4. C 0.0398
5. C 0.2742
6. N -0.4784
7. C 0.2277
8. H 0.2431

---

No. 5
A single C6H9N3O molecule in a non-equilibrium geometry, computed with the ωB97M-V functional and the def2-TZVPD basis.

```
19
Properties=species:S:1:pos:R:3:forces:R:3
H -2.3327 1.0643 0.7418 -0.1 0.0 1.1
H -0.1419 1.5984 -1.4940 -1.2 -1.0 -0.4
H -1.5178 -1.6064 -1.0426 0.0 -0.7 -0.5
O -1.4791 -2.3199 0.8443 1.5 3.4 -1.7
N 0.8064 0.0511 0.0730 -1.6 0.7 2.7
C -0.6344 0.1986 -0.1153 -0.9 -2.1 3.8
C -1.3042 0.9663 1.1002 1.9 1.6 -2.7
C 2.5836 -0.9431 -0.3502 0.8 -0.6 0.4
C -0.9072 0.7366 -1.4554 4.0 0.8 -1.1
C 1.5378 0.0640 1.2286 2.7 -1.5 -1.9
H -1.0205 0.4498 1.9685 -0.8 -1.1 1.3
N 2.7037 -0.5780 0.9690 -0.5 0.9 -0.4
H -1.8192 1.1280 -1.6935 -2.7 0.9 0.1
H 3.3113 -1.4071 -1.0763 -0.6 0.4 1.6
N 1.4150 -0.6475 -0.8220 0.4 -0.5 -3.1
H -0.6327 0.0775 -2.2948 0.1 0.0 0.6
H 1.4859 0.6295 2.1214 -1.0 0.4 0.5
C -1.2219 -1.4568 -0.0006 -1.1 -0.2 0.4
H -0.8321 1.9950 1.2981 -0.8 -1.1 -0.9
```
Forces are in eV/Å.

Values from the calculation:
- SMILES: CC(C)(C=O)n1cncn1
- Frontier orbital gap: 10.006 eV
- LUMO energy: 0.56 eV
- Spin multiplicity: 1
- E_HOMO: -9.4 eV

Here are the natural (NBO) charges for atoms 1 to 8, given in e:
1. H 0.2321
2. H 0.2374
3. H 0.0899
4. O -0.4946
5. N -0.1875
6. C 0.0958
7. C -0.6262
8. C 0.1308

---

No. 6
7 unconnected molecules or ions with the total composition C4H22N2O8 in a non-equilibrium geometry, computed with the ωB97M-V functional and the def2-TZVPD basis.

```
36
Properties=species:S:1:pos:R:3:forces:R:3
H -2.4101 -2.7041 2.3986 0.2 0.9 0.7
O 2.9754 -0.4563 1.5117 1.5 0.8 0.7
H -3.0964 1.4644 1.4813 0.0 1.3 1.2
H -2.2804 -3.2527 -1.5694 0.3 -0.4 0.8
O 0.5630 0.3963 -3.3398 0.3 0.8 -0.5
H -2.0073 0.6563 -2.7236 0.4 -0.1 -1.3
O -1.7895 -2.1751 2.9424 -0.1 -0.6 -0.6
H -1.7201 1.6584 1.4301 0.8 0.7 0.3
H 0.8582 -2.4125 3.6892 -0.6 0.7 0.3
N 1.0828 -0.6611 -0.3568 -2.7 -1.4 0.8
C 1.0576 0.5809 -1.0852 -0.9 1.9 4.0
H 0.3590 3.8636 -0.0309 -0.5 -0.9 -0.8
H 3.2922 -1.3625 1.5483 -0.5 0.0 0.1
C 0.1054 0.6599 -2.2395 -0.9 -2.2 -2.4
C 0.6058 1.7285 0.0856 3.1 0.5 -2.3
N -1.2640 0.6361 -2.0647 0.4 1.2 3.8
H 0.1111 -0.8570 -0.0120 1.0 0.2 -0.4
O -1.4653 2.8689 -0.3423 0.3 -0.2 -1.5
H -1.6092 1.0651 -1.1773 0.5 -0.5 -1.0
H 3.1470 -1.2937 -2.1767 0.2 0.1 0.0
O 2.8003 -1.4092 -3.0653 0.1 0.0 0.0
H 2.0947 0.7926 -1.3340 -0.3 0.4 -0.6
H -1.7997 -4.1339 -0.3360 0.1 -0.4 -0.4
O -2.4363 2.0634 1.9381 -1.2 -2.1 -1.0
H 1.3113 -1.5444 -0.8156 0.3 0.7 -0.6
H -2.2306 -1.5102 3.4711 -0.7 -0.1 -0.1
C -0.0170 2.9364 -0.5740 -2.2 1.7 4.0
H 0.1554 1.4191 1.0326 -0.3 -0.4 -0.6
O -2.0545 -3.2580 -0.6202 -0.3 0.8 -0.3
H 2.5610 -0.5208 -3.3707 -0.3 -0.2 0.1
O 0.8465 -2.2072 2.7597 1.4 -1.0 -1.2
H 1.5150 2.2756 0.4302 0.2 -1.4 0.0
H 0.3851 -1.4199 2.4881 -0.5 0.1 0.9
H 2.0453 -0.4435 1.2937 -0.1 -0.6 -0.5
H -1.8290 3.4478 0.3245 0.4 0.3 0.3
H 0.1373 3.1086 -1.5915 0.4 -0.2 -1.7
```
Forces are in eV/Å.

Values from the calculation:
- SMILES: NC(=O)[C@H](N)CCO.O.O.O.O.O.O
- Frontier orbital gap: 9.389 eV
- LUMO energy: 0.10 eV
- Spin multiplicity: 1
- E_HOMO: -9.3 eV

Here are the natural (NBO) charges for atoms 1 to 8, given in e:
1. H 0.4878
2. O -0.9768
3. H 0.4646
4. H 0.4823
5. O -0.6139
6. H 0.4102
7. O -0.9631
8. H 0.4663

---

What is the spin multiplicity in the second record? 1